{
  "formula": "C40H60O30",
  "method": "ωB97M-V/def2-TZVPD",
  "species": ["C", "C", "C", "O", "C", "O", "O", "H", "H", "H", "H", "H", "H", "C", "C", "C", "O", "C", "O", "O", "H", "H", "H", "H", "H", "H", "C", "C", "C", "O", "C", "O", "O", "H", "H", "H", "H", "H", "H", "C", "C", "C", "O", "C", "O", "O", "H", "H", "H", "H", "H", "H", "C", "C", "C", "O", "C", "O", "O", "H", "H", "H", "H", "H", "H", "C", "C", "C", "O", "C", "O", "O", "H", "H", "H", "H", "H", "H", "C", "C", "C", "O", "C", "O", "O", "H", "H", "H", "H", "H", "H", "C", "C", "C", "O", "C", "O", "O", "H", "H", "H", "H", "H", "H", "C", "C", "C", "O", "C", "O", "O", "H", "H", "H", "H", "H", "H", "C", "C", "C", "O", "C", "O", "O", "H", "H", "H", "H", "H", "H"],
  "xyz": [[-4.7479, 1.8188, -2.0594], [-5.5046, 0.4767, -1.8577], [-4.9434, -0.4731, -0.8353], [-6.0346, -1.0829, -0.1766], [-7.0473, -0.2121, -0.3051], [-8.0674, -0.4217, 0.3499], [-6.7685, 0.7255, -1.2447], [-3.8151, 1.7084, -2.6125], [-4.5502, 2.2784, -1.0910], [-5.4011, 2.4986, -2.6063], [-5.7266, -0.0258, -2.7991], [-4.3126, -0.0228, -0.0688], [-4.3211, -1.2028, -1.3533], [-1.5329, 0.0299, 5.4529], [-2.6522, 0.9496, 4.7659], [-2.2404, 1.6206, 3.4461], [-3.2288, 1.2042, 2.5195], [-4.2234, 0.5877, 3.1273], [-5.3034, 0.3983, 2.6661], [-3.7576, 0.1862, 4.3621], [-1.1029, -0.7005, 4.7675], [-1.9466, -0.4367, 6.3469], [-0.7531, 0.6473, 5.8988], [-3.2279, 1.5891, 5.4350], [-1.2805, 1.1871, 3.1654], [-2.0873, 2.6983, 3.5041], [4.1657, -1.6735, 0.7486], [4.5955, -2.6053, 1.8711], [3.5909, -3.6725, 2.3174], [4.2423, -4.8513, 2.1141], [5.4605, -4.6748, 1.6244], [6.3131, -5.5887, 1.4764], [5.6766, -3.3534, 1.4415], [4.8576, -0.8638, 0.5168], [3.2015, -1.1900, 0.9057], [4.1424, -2.3377, -0.1153], [4.8711, -2.0461, 2.7652], [2.7647, -3.6933, 1.6067], [3.2675, -3.6266, 3.3573], [-3.3170, -3.9155, 1.2481], [-2.8081, -4.2102, 2.6438], [-3.0991, -3.2034, 3.7794], [-3.4501, -4.0348, 4.8206], [-3.8707, -5.1687, 4.3654], [-4.3659, -6.0427, 5.0472], [-3.5288, -5.2787, 3.0705], [-4.3925, -3.7496, 1.1850], [-3.0963, -4.7767, 0.6175], [-2.7715, -3.0859, 0.7984], [-1.7361, -4.3992, 2.6996], [-3.8928, -2.4867, 3.5686], [-2.2197, -2.5737, 3.9140], [-2.9387, 6.3112, 3.2483], [-2.8809, 6.1534, 1.7220], [-1.6058, 6.4647, 1.0914], [-1.3808, 5.4034, 0.2212], [-2.1454, 4.3571, 0.6006], [-2.0886, 3.1930, 0.1909], [-2.9776, 4.7768, 1.5051], [-2.2813, 5.6019, 3.7511], [-3.9120, 5.9853, 3.6151], [-2.8533, 7.3259, 3.6370], [-3.6947, 6.6911, 1.2356], [-0.7511, 6.6462, 1.7430], [-1.6733, 7.3012, 0.3958], [-2.3488, -0.0844, -4.7410], [-1.0042, 0.6919, -4.7358], [-0.9370, 1.9145, -5.7076], [-0.5988, 2.9610, -4.8512], [-0.7825, 2.6578, -3.5915], [-0.6764, 3.4782, -2.6662], [-1.0067, 1.3550, -3.4482], [-2.4193, -0.9507, -4.0832], [-2.5658, -0.3549, -5.7744], [-3.1652, 0.5975, -4.5032], [-0.1082, 0.0724, -4.7744], [-1.8502, 2.1543, -6.2524], [-0.1489, 1.7600, -6.4446], [2.4926, 4.0087, -2.8041], [2.9355, 4.6002, -1.4940], [1.9027, 4.6447, -0.3760], [2.4314, 4.0129, 0.7572], [3.6454, 3.4257, 0.4102], [4.3557, 2.8709, 1.2561], [3.9994, 3.8522, -0.8821], [1.6754, 4.5472, -3.2839], [2.0357, 3.0335, -2.6358], [3.3418, 3.9268, -3.4824], [3.3647, 5.5855, -1.6758], [1.0036, 4.2015, -0.8041], [1.6425, 5.6905, -0.2128], [0.1677, -5.0063, -0.4881], [1.5221, -5.5405, -0.0795], [1.8535, -6.8961, -0.5872], [3.0515, -6.6842, -1.3089], [3.3709, -5.3617, -1.4370], [4.2109, -4.8734, -2.1863], [2.5512, -4.7340, -0.7268], [-0.6660, -5.6257, -0.1572], [-0.0336, -4.9734, -1.5589], [-0.1109, -4.0264, -0.1003], [1.6374, -5.5482, 1.0044], [1.0843, -7.4317, -1.1435], [2.0325, -7.4959, 0.3052], [5.4758, 1.4683, -2.0685], [5.6478, 0.1383, -2.8332], [6.9180, 0.1465, -3.6785], [7.5386, -1.0362, -3.2448], [6.9282, -1.6454, -2.2758], [7.2244, -2.7129, -1.7615], [5.8168, -0.8641, -1.9354], [5.5004, 2.3413, -2.7207], [6.2486, 1.5338, -1.3026], [4.4656, 1.4064, -1.6640], [4.7731, -0.0061, -3.4674], [7.4705, 1.0583, -3.4519], [6.6801, 0.2147, -4.7400], [1.4564, 0.8740, -0.7522], [0.3310, 0.7500, 0.2784], [-1.0230, 0.1364, -0.3041], [-1.3099, -0.9322, 0.5944], [-0.2442, -1.1547, 1.3388], [-0.1678, -2.1579, 2.0227], [0.7694, -0.1605, 1.2136], [2.3659, 1.3400, -0.3730], [1.0881, 1.4905, -1.5722], [1.7420, -0.0725, -1.2112], [0.2593, 1.7462, 0.7149], [-0.8229, -0.3216, -1.2728], [-1.8577, 0.8293, -0.4109]],
  "forces_ev_per_a": [[-0.82, -0.68, 0.26], [0.06, 0.87, 0.47], [2.11, -0.88, -0.20], [0.76, 0.41, -0.83], [-3.12, -1.64, 1.94], [2.23, 1.72, -2.25], [-1.39, 0.48, 0.76], [0.00, -0.16, 0.10], [0.14, -0.11, 0.03], [0.03, -0.05, -0.12], [0.21, -0.01, -0.17], [-0.03, 0.49, -0.03], [-0.10, -0.43, 0.21], [-1.42, 1.56, 0.09], [0.50, -0.56, 0.78], [1.21, -0.67, 0.57], [0.78, 1.56, -1.11], [-0.21, -0.76, 1.19], [0.47, -0.29, 0.28], [-1.88, -1.68, -1.18], [-0.16, 0.10, -0.04], [-0.33, -0.39, -0.33], [0.21, 0.27, -0.49], [1.41, 0.77, 0.66], [0.07, 0.02, -0.39], [-0.55, 0.02, -0.19], [0.11, -0.52, -0.46], [-2.24, 2.43, 1.78], [-1.92, 2.61, -0.70], [3.64, -4.68, -1.01], [-2.99, 4.93, 1.29], [0.21, -0.18, -0.33], [3.29, -4.50, -1.06], [0.31, -0.29, 0.32], [-0.15, -0.38, 0.30], [-0.36, 0.32, -0.44], [0.51, 0.07, -0.12], [-0.41, 0.22, 0.40], [0.00, 0.15, -0.19], [0.88, 0.30, -0.50], [-0.08, 2.26, -0.41], [0.59, 1.72, -2.33], [0.39, 1.88, 2.30], [-0.61, -3.72, 1.12], [0.49, 1.39, -1.43], [-1.46, -3.07, 0.53], [0.07, 0.14, 0.35], [-0.04, -0.17, 0.02], [-0.13, 0.23, 0.07], [0.18, -0.33, -0.42], [-0.41, -0.22, -0.14], [0.12, -0.37, 0.78], [-0.92, -0.10, 0.16], [-1.13, 0.80, 2.56], [1.61, 2.37, -1.46], [0.89, -2.22, -1.02], [0.90, -2.79, -1.75], [0.20, 3.01, 0.87], [-1.96, -1.47, 0.79], [0.58, 0.35, -0.21], [-0.30, 0.02, -0.32], [0.47, 0.01, -0.28], [-0.23, -0.25, 0.01], [-0.02, -0.33, 0.25], [-0.03, 0.50, 0.49], [0.48, 0.55, -1.18], [-1.85, 0.12, 0.56], [0.23, -1.65, -0.39], [0.30, 1.60, -0.88], [0.72, 2.25, 3.39], [-0.39, -2.44, -2.41], [0.25, -0.15, 0.52], [0.36, 0.08, -0.09], [0.07, -0.53, -0.02], [0.18, 0.18, 0.27], [-0.15, -0.07, -0.15], [-0.21, -0.18, 0.26], [0.04, 0.19, 0.06], [-0.24, -0.65, 0.01], [0.68, 0.55, 0.38], [-1.25, 1.09, -1.79], [1.17, -1.24, -0.61], [1.56, 1.39, 1.89], [-2.21, 1.08, -3.45], [-0.05, -1.80, 1.95], [0.23, 0.51, 0.14], [0.34, -0.24, 0.02], [-0.10, -0.02, -0.05], [-0.02, 0.09, 0.02], [-0.29, -0.55, 0.73], [0.08, -0.08, 0.68], [-1.18, 0.25, -0.06], [-1.06, 1.14, -0.72], [0.39, -1.02, 0.75], [1.32, -1.19, -1.16], [2.35, -1.99, -3.73], [-1.47, -1.38, 2.08], [-2.80, 3.98, 3.44], [0.29, -0.47, 0.48], [0.73, -0.03, -0.24], [0.54, 0.14, 0.19], [0.19, 0.61, -0.04], [0.14, 0.41, -0.50], [0.43, -0.48, -0.29], [-0.62, -1.01, -0.55], [-0.23, 3.30, -1.10], [-1.09, 1.00, 0.33], [2.28, -0.26, -1.80], [-1.34, -1.75, 1.81], [-0.70, 2.69, -0.91], [0.76, -2.98, 1.53], [0.13, -0.09, -0.07], [-0.20, 0.16, 0.09], [0.21, 0.37, 0.52], [-0.18, -0.39, 0.06], [0.67, -0.40, 0.22], [0.35, -0.79, -0.06], [-0.58, 0.21, -0.89], [0.16, 1.26, -2.36], [1.24, 0.88, -0.37], [0.26, 0.82, -0.02], [1.25, -1.28, 1.38], [0.68, 1.63, -0.54], [-2.24, -3.39, 1.78], [-0.17, -0.04, 0.34], [-0.01, 0.18, -0.02], [-0.13, -0.30, 0.20], [-0.71, -0.10, 0.26], [0.04, 0.10, -0.12], [0.16, 0.02, 0.43]],
  "lowdin_spin": [0.00, 0.00, 0.00, 0.00, 0.00, 0.00, 0.00, 0.00, 0.00, 0.00, 0.00, 0.00, 0.00, 0.00, 0.00, 0.00, 0.00, 0.00, 0.00, 0.00, 0.00, 0.00, 0.00, 0.00, 0.00, 0.00, 0.01, 0.01, 0.01, 0.03, 0.07, 0.83, 0.04, 0.00, 0.00, 0.00, 0.00, 0.00, 0.00, 0.00, 0.00, 0.00, 0.00, 0.00, 0.00, 0.00, 0.00, 0.00, 0.00, 0.00, 0.00, 0.00, 0.00, 0.00, 0.00, 0.00, 0.00, 0.00, 0.00, 0.00, 0.00, 0.00, 0.00, 0.00, 0.00, 0.00, 0.00, 0.00, 0.00, 0.00, 0.00, 0.00, 0.00, 0.00, 0.00, 0.00, 0.00, 0.00, 0.00, 0.00, 0.00, 0.00, 0.00, 0.00, 0.00, 0.00, 0.00, 0.00, 0.00, 0.00, 0.00, 0.00, 0.00, 0.00, 0.00, 0.00, 0.00, 0.00, 0.00, 0.00, 0.00, 0.00, 0.00, 0.00, 0.00, 0.00, 0.00, 0.00, 0.00, 0.00, 0.00, 0.00, 0.00, 0.00, 0.00, 0.00, 0.00, 0.00, 0.00, 0.00, 0.00, 0.00, 0.00, 0.00, 0.00, 0.00, 0.00, 0.00, 0.00, 0.00],
  "charge": 1,
  "spin_multiplicity": 2,
  "s2": 0.754,
  "gap_ev": [8.11, 2.13],
  "homo_ev": [-11.75, -11.75]
}